*w*
# C36H49ClF3HfN4O5PS4Te

A molecular structure, C36H49ClF3HfN4O5PS4Te (the ωB97M-V functional and the def2-TZVPD basis, the OMol25 dataset).

The orbital gap is 8.278 eV. Its highest occupied orbital energy is -13.48 eV.

```
! wB97M-V def2-TZVPD RIJCOSX def2/J DEFGRID3
* xyz 2 1
Hf 0.46603 -0.40962 -0.30505
Te -2.43629 0.17991 -0.18616
Cl 2.80368 -4.65367 3.30682
S 1.18302 1.11095 -2.44530
S -0.77301 -2.58283 -1.71451
S 2.43038 -1.98011 -1.09394
S 2.58639 0.36622 1.59540
P 1.10682 -2.79896 -2.40731
F -2.50492 2.42278 -7.41755
F -4.48554 2.82401 -6.67653
F -2.93345 4.30458 -6.45983
O 2.02613 0.84291 -1.26290
O 0.54352 2.39509 -2.37997
O 1.39889 -2.08874 -3.79578
O 0.15806 0.03166 -2.32549
O 1.46865 -4.29824 -2.75685
N 0.29649 2.11539 0.40665
N 0.36574 -2.31502 1.25766
N -0.22593 0.31723 2.48681
N -2.26808 1.24487 -2.63877
C -4.11770 0.84527 2.30929
C -4.72481 -1.69700 3.18776
C 0.19448 -4.77576 2.57896
C 0.62010 -0.24780 3.55009
C -3.82710 -1.52088 2.14760
C -0.78356 -2.99916 1.31961
C 1.39073 -4.05829 2.54823
C -5.15074 -2.97653 -1.76964
C -3.50546 -0.24616 1.69269
C -4.05684 -2.35505 -1.18418
C 1.47337 -5.49137 -1.94747
C 0.97074 -2.47182 -5.13864
C 2.09580 0.12484 3.35633
C -0.44579 1.75669 2.73504
C -0.52163 -2.73621 -5.19027
C -3.18390 2.99647 -6.41535
C -6.05759 -0.84452 -2.37663
C 1.58133 2.83722 0.54823
C 1.76642 -3.65488 -5.66094
C -5.02690 0.66876 3.33860
C -0.68085 2.51725 1.43130
C -6.15339 -2.22692 -2.36147
C -4.97424 -0.21981 -1.78304
C 2.16370 0.97012 -3.91236
C 1.43180 -2.84069 1.86918
C 2.20207 -5.28010 -0.63397
C -2.81194 2.38789 -5.08093
C -2.45331 0.48476 -3.70630
C -2.59502 3.19212 -3.97002
C -5.33274 -0.60605 3.78288
C 2.59351 2.20159 1.50586
C 0.05689 -5.99188 -1.71211
C -2.71971 1.00434 -4.96143
C -2.32537 2.56253 -2.76710
C -0.90908 -4.22788 1.94877
C -3.96702 -0.97279 -1.18864
H -4.95593 -2.69613 3.52098
H -2.64871 4.26901 -4.03754
H -1.13724 -0.14427 2.54607
H -2.39556 -0.58056 -3.52931
H -1.30237 1.91866 3.39776
H -1.07680 -1.86529 -4.85105
H 1.52737 1.07406 -4.78001
H -6.83777 -0.25254 -2.83089
H -0.77740 -3.58533 -4.55885
H 1.61266 -3.74014 -6.73298
H -1.61928 -2.54110 0.80500
H -1.85267 -4.75240 1.94250
H 2.82895 -3.53228 -5.47113
H 0.14922 -5.73750 3.06596
H 2.66172 0.00793 -3.90458
H -6.04325 -0.74629 4.58167
H 0.09409 -6.91154 -1.13410
H 1.43490 -4.57417 -5.18903
H -0.05734 2.41820 -0.50824
H -3.27639 -2.96116 -0.74899
H -7.00848 -2.71299 -2.80729
H 2.31187 -6.23622 -0.12903
H 2.03003 2.90391 -0.44266
H 0.51339 -1.33300 3.55159
H 2.87672 1.78407 -3.87348
H -0.52298 -5.24833 -1.16797
H 3.18731 -4.84926 -0.79646
H 1.21362 -1.57251 -5.71841
H -5.22252 -4.05285 -1.75634
H -0.44380 -6.19310 -2.65512
H -4.90731 0.86148 -1.76425
H 2.02648 -6.19762 -2.57648
H -2.17033 3.13898 -1.86377
H -3.40650 -2.40079 1.68569
H 0.29941 0.11303 4.53566
H -0.80366 -2.96727 -6.21399
H 1.40395 3.86360 0.89280
H 2.73298 -0.66666 3.74457
H 0.43648 2.15545 3.23107
H -5.51153 1.52423 3.78347
H -0.63244 3.59290 1.63588
H 2.46058 2.55712 2.52502
H -1.69036 2.30151 1.06595
H -3.90564 1.84713 1.95770
H 1.62525 -4.60639 -0.00225
H 2.35878 1.03378 3.89163
H 3.59896 2.47068 1.18048
H -2.87452 0.35245 -5.80756
H 2.36105 -2.29177 1.79643
*
```

Löwdin population analysis, charges in e, atoms 1 to 4:
1 Hf 1.191
2 Te 1.505
3 Cl 0.767
4 S 0.480

*x*
# C36H49ClF3HfN4O5PS4Te

A molecular structure, C36H49ClF3HfN4O5PS4Te (the ωB97M-V functional and the def2-TZVPD basis, the OMol25 dataset).

The orbital gap is 7.506 eV. Its highest occupied orbital energy is -13.36 eV.

```
! wB97M-V def2-TZVPD RIJCOSX def2/J DEFGRID3
* xyz 2 1
Hf 1.33158 0.62624 -1.04780
Te -1.65758 0.85864 -1.68084
Cl 6.37979 -2.24155 -2.17489
S 3.60312 2.12633 -0.39189
S 0.28568 -0.82898 0.80929
S 3.49971 -0.45808 1.38956
S 1.34701 0.45593 -3.86090
P 1.85286 -1.21134 2.09845
F -6.10680 1.61958 3.98898
F -5.20680 3.41765 4.79129
F -6.57718 3.54744 3.11784
O 0.77080 -0.66709 -3.08918
O 2.45061 0.92849 -2.92839
O 1.83638 -2.73348 2.43357
O 1.46366 -0.52705 3.45090
O 0.41218 1.51284 -4.15706
N -2.26034 2.32253 1.02143
N 1.02326 2.99165 -1.78692
N 2.60994 -1.39311 -1.40409
N 0.92892 2.33530 0.85613
C -4.43024 2.65406 2.71548
C -3.08546 -1.42315 -5.72012
C 1.89584 -5.08753 2.16101
C 4.05976 -3.64580 -2.13573
C 2.69008 -3.71208 -1.94146
C 1.50034 -1.90204 5.46781
C 4.68144 -2.42304 -1.96109
C -5.59597 -0.28146 -0.46446
C 1.96864 2.35231 1.89801
C -4.47107 0.32055 -1.00902
C 0.11174 3.77569 -0.93675
C -2.35251 1.64277 2.17145
C 2.22565 3.72016 -2.25518
C 2.00107 -2.57386 -1.57075
C 3.92943 -1.32355 -1.60298
C -2.55252 -2.17029 -4.67370
C -2.18305 -0.15451 -3.43972
C -0.63558 -1.66527 4.11793
C -3.20797 -0.14597 -0.65657
C 2.05442 -0.05658 -5.35675
C -3.41003 1.77676 3.04909
C -3.05850 -1.19676 0.23360
C -3.17413 -0.04337 -5.61762
C -3.24676 3.16556 0.72504
C 4.00868 -3.83280 2.70675
C 3.43004 3.67398 -1.32391
C 2.70015 -3.82849 1.95223
C -5.45906 -1.33256 0.43227
C -2.09960 -1.53715 -3.52763
C 3.33862 2.69810 1.32103
C 0.64792 -1.01849 4.58935
C -4.35366 3.36708 1.53620
C -5.60001 2.81687 3.66012
C -4.19551 -1.78459 0.77916
C 0.60456 3.73081 0.47626
C -2.72074 0.60071 -4.47000
H -2.50025 -3.24871 -4.74780
H 0.42119 -0.09003 5.11006
H -1.69976 -2.12128 -2.70802
H 0.93365 -2.60228 -1.40698
H 4.11147 2.23363 1.92846
H 2.50009 3.28806 -3.21177
H -6.57947 0.07231 -0.74464
H 2.45598 -5.94534 1.78701
H 4.57191 -2.91417 2.56150
H 3.53438 3.76810 1.30229
H -1.25118 -1.88786 4.99043
H 2.86369 -3.66317 0.88895
H 1.70529 -5.24532 3.22344
H -6.33795 -1.80326 0.85195
H 2.44610 -1.41614 5.70413
H 4.40996 -0.36479 -1.46450
H 1.70333 -2.85740 4.98476
H -1.55781 0.93225 2.38272
H -3.44538 1.20095 3.96461
H -0.44193 -2.60168 3.59356
H 2.95159 -0.63728 -5.14866
H 1.96090 4.76547 -2.43326
H -0.14344 4.14827 1.15202
H 1.50885 4.32994 0.58739
H -5.13629 4.05240 1.24351
H 2.28197 0.83774 -5.93229
H -2.79185 1.67800 -4.39251
H -3.43991 -1.92199 -6.61232
H 2.00479 1.38231 2.37106
H -4.58914 1.14519 -1.70185
H 0.02043 4.80423 -1.29474
H 4.61473 -4.66969 2.35622
H 3.42678 4.48758 -0.60236
H 1.30362 -0.66385 -5.86346
H 4.63671 -4.51770 -2.41471
H 0.94133 -5.04098 1.63659
H 0.51471 2.79277 -2.65150
H 3.82799 -3.96717 3.77491
H -2.08720 -1.57245 0.50807
H -4.08493 -2.60634 1.47513
H -1.20163 -1.00416 3.45983
H 4.33704 3.78090 -1.91701
H 2.15540 -4.64332 -2.06765
H 0.08848 1.92815 1.26122
H -0.87046 3.31436 -0.98336
H -3.15967 3.69831 -0.21715
H 0.97025 -2.09286 6.40176
H -3.60486 0.53639 -6.42320
H 1.71772 3.08388 2.67339
*
```

Löwdin population analysis, charges in e, atoms 1 to 4:
1 Hf 1.315
2 Te 1.526
3 Cl 0.749
4 S 0.877

Most favorable structure: *x*. The second most favorable one is 17.0 kcal/mol above it.

*w*
# C13H16N2O5

C13H16N2O5 in the gas phase (the ωB97M-V functional and the def2-TZVPD basis, the OMol25 dataset).

Its SMILES is N[C@@H](Cc1ccccc1)C(=O)N[C@@H](CC(=O)O)C(=O)O. The orbital gap is 9.040 eV. Its highest occupied orbital energy is -9.26 eV.

```
! wB97M-V def2-TZVPD RIJCOSX def2/J DEFGRID3
* xyz 0 1
O 1.81626 -2.01692 1.40415
O 1.62813 -2.10996 -0.85677
O 3.59185 -0.18076 -1.72075
O -1.16561 0.44444 2.22448
O 5.34245 -0.10731 -0.47772
N 0.93582 0.42542 1.40896
N 0.32595 2.66598 -0.33746
C 4.17596 0.12937 -0.51872
C 1.84424 0.10405 0.33811
C -4.98837 -1.27415 -0.07939
C 3.21047 0.69778 0.56332
C -3.64887 -1.89125 -0.10080
C -0.81368 1.85484 0.23864
C -2.60336 -1.00761 -0.51823
C -2.74443 0.32474 -0.70324
C -5.10389 0.04341 -0.40945
C -1.44227 1.15638 -1.03151
C -4.00850 0.84032 -0.63882
C -0.36335 0.80935 1.28029
C 1.85272 -1.42300 0.37800
H -1.69444 1.88350 -1.78359
H -0.77588 0.52382 -1.57952
H -1.65286 2.30527 0.61573
H -6.03658 0.50550 -0.29750
H 1.22846 0.10844 2.35841
H -0.02344 3.02737 -1.21168
H 1.57286 -1.39810 -1.61854
H 1.37733 0.38201 -0.61073
H -4.15819 1.90823 -0.76999
H -3.53390 -2.93171 -0.03450
H 2.76640 -0.40454 -2.05710
H -5.74708 -1.98563 0.27922
H 3.36581 1.84561 0.70520
H -1.62902 -1.47548 -0.74255
H 3.67090 0.33718 1.53033
H 0.53248 3.30744 0.34016
*
```

Löwdin population analysis, charges in e, atoms 1 to 4:
1 O 0.167
2 O 0.051
3 O 0.094
4 O 0.016

*x*
# C13H16N2O5

3 unconnected molecules or ions with the total composition C13H16N2O5 (the ωB97M-V functional and the def2-TZVPD basis, the OMol25 dataset).

Its SMILES is O=C=Nc1ccc2c(c1)C(=O)NC2=O.CCO.CCO. The orbital gap is 8.941 eV. Its highest occupied orbital energy is -9.50 eV.

```
! wB97M-V def2-TZVPD RIJCOSX def2/J DEFGRID3
* xyz 0 1
O -0.66417 1.50000 4.45567
O -4.88257 -3.03011 0.31709
O -4.48745 3.23289 2.54170
O 1.20479 -2.90461 -0.13190
O 3.23863 1.03582 -0.28400
N -2.26040 2.99096 3.43901
N -3.61712 -1.35795 -0.87560
C -3.02549 1.36204 1.85608
C -1.09227 -0.43092 1.95066
C 3.97437 1.22389 -2.57659
C 1.40193 -2.21717 -2.43828
C -2.99413 -0.59176 0.24178
C -1.44936 1.78108 3.58477
C 3.14392 1.83047 -1.46181
C -3.64364 0.63839 0.72767
C -4.28188 -2.25686 -0.30579
C -1.77548 0.78088 2.42395
C -1.73010 -1.16836 0.81340
C -3.43215 2.66919 2.61289
C 1.88708 -2.01701 -1.01501
H 3.48410 2.84491 -1.23066
H -4.59971 1.03749 0.29557
H 1.38942 -3.80592 -0.42306
H 1.57760 -3.24580 -2.76622
H 2.96297 -2.20285 -0.93884
H 1.69058 -0.99685 -0.68484
H 5.02535 1.15548 -2.28249
H 1.91289 -1.53850 -3.12467
H -0.15941 -0.78286 2.45195
H 0.32571 -2.04086 -2.50421
H 3.63763 0.20809 -2.79552
H -1.65471 3.69884 2.99486
H -1.27142 -2.10690 0.39755
H 2.09268 1.87712 -1.75054
H 3.90346 1.82265 -3.48714
H 4.16835 1.00508 -0.02740
*
```

Löwdin population analysis, charges in e, atoms 1 to 4:
1 O 0.117
2 O 0.206
3 O 0.133
4 O -0.099

Most favorable structure: *w*. The second most favorable one is 10.4 kcal/mol above it.